# 1
{"formula": "C17H23BrN2O5S", "method": "wB97M-V/def2-TZVPD", "symbols": ["C", "H", "H", "H", "C", "C", "O", "N", "C", "C", "C", "C", "C", "C", "C", "H", "H", "C", "H", "H", "H", "Br", "H", "S", "O", "O", "C", "H", "C", "C", "O", "N", "H", "C", "C", "O", "C", "H", "H", "H", "H", "H", "H", "H", "H", "H", "H", "H", "H"], "xyz": [[1.397, -4.365, -3.096], [0.519, -3.802, -3.658], [1.806, -4.935, -3.733], [0.952, -4.871, -2.359], [2.325, -3.092, -2.810], [1.583, -2.378, -1.762], [0.675, -2.776, -1.133], [1.913, -1.062, -1.666], [1.258, -0.074, -1.018], [-0.011, 0.247, -0.875], [-0.616, 1.176, -0.143], [0.323, 2.067, 0.334], [1.901, 2.080, 0.217], [2.178, 0.794, -0.287], [3.578, 0.433, -0.778], [4.358, 1.088, -1.013], [4.265, 0.043, 0.226], [3.485, -0.757, -1.716], [3.901, -1.514, -1.541], [3.576, -0.411, -2.659], [2.474, 2.626, 0.703], [-0.176, 3.440, 1.475], [-1.584, 1.482, -0.133], [-1.201, -0.720, -1.871], [-2.466, 0.534, -2.346], [-0.601, -1.020, -3.077], [-2.088, -1.797, -1.231], [-3.024, -2.269, -1.936], [-2.941, -1.391, -0.011], [-2.254, -1.470, 1.354], [-1.959, -2.566, 1.625], [-2.351, -0.364, 1.995], [-2.661, 0.486, 1.830], [-1.560, -0.401, 3.329], [-0.245, 0.291, 3.365], [0.410, -0.160, 2.492], [0.957, -1.314, 2.354], [1.600, -1.733, 3.653], [1.818, -1.528, 1.728], [0.245, -2.337, 2.279], [0.299, 0.160, 4.526], [-0.386, 1.113, 3.374], [-1.444, -1.577, 3.585], [-2.164, 0.015, 4.101], [-4.065, -1.904, -0.036], [-3.239, -0.092, -0.183], [-1.469, -2.577, -0.796], [2.788, -2.519, -3.421], [2.959, -3.662, -2.122]], "homo_ev": -8.4, "total_charge": 0, "orbital_gap_ev": 8.25, "spin_multiplicity": 1}


# 2
{"formula": "C17H23BrN5O3PS2", "method": "wB97M-V/def2-TZVPD", "symbols": ["N", "C", "C", "P", "O", "Br", "C", "C", "C", "O", "C", "N", "S", "N", "C", "C", "C", "C", "C", "C", "C", "C", "C", "S", "C", "N", "N", "C", "O", "H", "H", "H", "H", "H", "H", "H", "H", "H", "H", "H", "H", "H", "H", "H", "H", "H", "H", "H", "H", "H", "H", "H"], "xyz": [[3.153, 0.116, 1.503], [1.753, 0.312, 1.854], [0.955, -0.930, 2.213], [1.923, -2.520, 2.139], [1.102, -3.749, 2.959], [1.889, -3.168, -0.060], [-0.438, -0.838, 2.599], [-1.293, -2.061, 3.026], [-1.692, -3.035, 1.854], [-1.927, -4.334, 2.460], [-1.030, 0.543, 2.567], [-2.335, 0.862, 2.896], [-2.440, 2.500, 2.701], [-0.919, 2.988, 2.233], [-0.233, 1.783, 2.201], [1.221, 1.654, 1.849], [2.151, 2.844, 1.524], [1.896, 3.569, 0.142], [1.009, 2.782, -0.888], [1.929, 1.793, -1.714], [1.200, 1.435, -3.073], [0.128, 0.281, -2.894], [-1.306, 0.942, -2.718], [-2.305, -0.149, -1.572], [-2.933, -1.425, -2.688], [-2.004, -2.244, -3.246], [-2.760, -3.058, -4.039], [-4.049, -2.752, -3.964], [-4.215, -1.695, -3.080], [3.372, 0.661, 0.666], [3.770, 0.430, 2.254], [1.395, -4.602, 2.579], [-2.254, -1.649, 3.447], [-0.801, -2.582, 3.893], [-0.898, -3.181, 1.078], [-2.683, -2.751, 1.406], [-1.067, -4.706, 2.727], [3.239, 2.579, 1.626], [1.980, 3.615, 2.334], [2.906, 3.750, -0.329], [1.471, 4.584, 0.341], [0.093, 2.310, -0.456], [0.641, 3.545, -1.638], [2.202, 0.882, -1.120], [2.867, 2.343, -2.010], [0.734, 2.342, -3.556], [1.985, 1.081, -3.802], [0.352, -0.289, -1.947], [0.145, -0.465, -3.726], [-1.240, 1.978, -2.310], [-1.808, 0.976, -3.720], [-4.835, -3.295, -4.520]], "homo_ev": -8.4, "total_charge": 0, "orbital_gap_ev": 7.33, "spin_multiplicity": 1}


# 3
{"formula": "C17H23Cl3GeN8PSbSe4Ti", "method": "wB97M-V/def2-TZVPD", "symbols": ["Ti", "C", "N", "C", "C", "N", "C", "P", "C", "N", "C", "C", "N", "C", "C", "N", "C", "C", "N", "C", "H", "H", "H", "H", "H", "H", "H", "H", "H", "H", "H", "H", "H", "H", "H", "C", "C", "C", "C", "N", "N", "C", "H", "H", "H", "H", "H", "H", "H", "H", "Cl", "Ge", "Cl", "Cl", "Se", "Sb", "Se", "Se", "Se"], "xyz": [[0.218, -0.534, -0.968], [-1.928, -0.048, 4.255], [-1.095, -0.557, 3.163], [-0.273, -1.649, 3.250], [0.269, -1.828, 2.016], [-0.220, -0.862, 1.175], [-1.044, -0.101, 1.892], [-2.033, 1.290, 1.260], [-2.650, 0.411, -0.208], [-1.912, -0.396, -0.963], [-2.749, -0.961, -1.893], [-4.003, -0.473, -1.698], [-3.926, 0.383, -0.630], [-5.055, 1.149, -0.098], [-0.676, 2.131, 0.380], [0.201, 1.512, -0.411], [1.024, 2.482, -0.943], [0.632, 3.687, -0.462], [-0.441, 3.452, 0.366], [-1.205, 4.497, 1.054], [-1.402, -0.180, 5.197], [-2.872, -0.589, 4.295], [-2.124, 1.010, 4.115], [-0.149, -2.195, 4.169], [0.971, -2.575, 1.689], [-2.406, -1.679, -2.624], [-4.931, -0.663, -2.209], [-5.939, 0.518, -0.075], [-5.247, 2.016, -0.727], [-4.836, 1.481, 0.912], [1.816, 2.248, -1.633], [1.006, 4.681, -0.637], [-0.523, 5.257, 1.422], [-1.742, 4.071, 1.896], [-1.917, 4.954, 0.370], [5.237, -2.669, -0.628], [4.171, -1.745, -0.151], [4.114, -0.893, 0.938], [2.875, -0.270, 0.884], [2.178, -0.720, -0.184], [3.008, -1.614, -0.793], [2.382, 0.723, 1.887], [6.127, -2.557, -0.014], [5.504, -2.461, -1.664], [4.907, -3.707, -0.571], [4.893, -0.732, 1.665], [2.733, -2.097, -1.645], [3.232, 1.289, 2.263], [1.927, 0.207, 2.735], [1.658, 1.422, 1.485], [-1.468, 1.906, -3.182], [-1.188, 0.399, -4.825], [0.037, 1.570, -6.147], [1.158, -0.332, -2.942], [-1.387, -3.722, -4.817], [0.360, -3.849, -3.294], [2.779, -3.436, -3.746], [2.061, -5.636, -2.985], [-0.138, -3.013, -0.966]], "homo_ev": -13.1, "total_charge": 2, "orbital_gap_ev": 5.87, "spin_multiplicity": 1}


# 4
{"formula": "C17H23Cl3O4ReS", "method": "wB97M-V/def2-TZVPD", "symbols": ["C", "C", "C", "C", "C", "C", "C", "C", "C", "C", "Re", "Cl", "Cl", "Cl", "H", "H", "H", "H", "H", "H", "H", "H", "H", "H", "H", "H", "H", "H", "H", "O", "H", "C", "C", "C", "C", "C", "C", "C", "S", "O", "O", "O", "H", "H", "H", "H", "H", "H", "H"], "xyz": [[-1.715, -1.292, -0.609], [-2.082, 0.007, -1.100], [-2.058, 0.918, 0.007], [-2.613, 0.300, -2.450], [-1.573, 0.194, 1.170], [-1.492, -1.191, 0.803], [-1.243, -2.310, 1.756], [-1.735, -2.550, -1.408], [-2.726, 2.259, 0.049], [-1.504, 0.731, 2.570], [-0.041, 0.113, -0.245], [-1.055, 2.746, -3.320], [0.827, -0.282, -2.384], [0.194, 2.386, -0.494], [-2.392, -0.508, -3.155], [-2.053, 1.221, -2.844], [-3.680, 0.583, -2.428], [-2.511, 2.822, -0.868], [-2.383, 2.832, 0.920], [-3.817, 2.121, 0.130], [-1.086, 1.747, 2.588], [-0.871, 0.089, 3.196], [-2.520, 0.756, 2.992], [-0.685, -1.947, 2.622], [-0.648, -3.090, 1.278], [-2.186, -2.746, 2.109], [-1.330, -2.374, -2.406], [-2.753, -2.945, -1.518], [-1.118, -3.311, -0.923], [0.915, -1.424, 0.386], [1.410, -1.190, 1.209], [8.432, -1.222, 1.124], [7.028, -0.682, 1.038], [6.793, 0.678, 0.786], [5.492, 1.167, 0.745], [4.425, 0.312, 1.030], [4.634, -1.056, 1.182], [5.940, -1.538, 1.227], [2.777, 0.991, 1.213], [2.942, 2.402, 1.445], [2.197, 0.643, -0.127], [2.143, 0.191, 2.280], [8.967, -1.088, 0.177], [9.016, -0.721, 1.905], [8.405, -2.293, 1.359], [7.629, 1.358, 0.642], [5.276, 2.204, 0.511], [3.785, -1.727, 1.269], [6.123, -2.596, 1.431]], "homo_ev": [0.7, -1.2], "total_charge": -2, "orbital_gap_ev": [3.63, 5.53], "spin_multiplicity": 4}


# 5
{"formula": "C17H23Cl3OOs", "method": "wB97M-V/def2-TZVPD", "symbols": ["C", "C", "C", "C", "C", "C", "C", "C", "C", "C", "Os", "Cl", "Cl", "Cl", "H", "H", "H", "H", "H", "H", "H", "H", "H", "H", "H", "H", "H", "H", "H", "O", "H", "C", "C", "C", "C", "C", "C", "C", "H", "H", "H", "H", "H", "H", "H"], "xyz": [[-0.283, 0.930, -2.602], [-1.266, 1.783, -1.970], [-2.269, 0.942, -1.381], [-1.355, 3.269, -2.132], [-1.910, -0.430, -1.631], [-0.698, -0.446, -2.404], [-0.016, -1.684, -2.912], [0.865, 1.443, -3.421], [-3.544, 1.446, -0.768], [-2.754, -1.632, -1.296], [-0.365, 0.544, -0.587], [0.069, 2.449, 0.753], [1.987, 0.287, -0.768], [-1.468, -0.489, 1.566], [-0.350, 3.688, -2.216], [-1.869, 3.692, -1.264], [-1.920, 3.520, -3.037], [-3.319, 2.280, -0.096], [-4.043, 0.638, -0.223], [-4.202, 1.811, -1.567], [-3.158, -1.506, -0.290], [-2.135, -2.532, -1.322], [-3.592, -1.756, -1.998], [-0.310, -2.532, -2.282], [1.069, -1.578, -2.855], [-0.292, -1.912, -3.949], [1.327, 2.266, -2.865], [0.546, 1.834, -4.396], [1.597, 0.641, -3.572], [2.921, -2.572, -1.843], [3.525, -3.217, -1.402], [0.719, -1.033, 1.915], [1.426, -0.969, 3.179], [0.779, -0.942, 4.449], [1.504, -0.639, 5.602], [2.891, -0.438, 5.508], [3.564, -0.602, 4.300], [2.848, -0.923, 3.154], [0.393, -2.014, 1.543], [0.959, -0.224, 1.193], [-0.305, -1.096, 4.468], [0.978, -0.553, 6.564], [3.441, -0.173, 6.405], [4.654, -0.491, 4.251], [3.361, -1.084, 2.200]], "homo_ev": [0.9, -0.1], "total_charge": -2, "orbital_gap_ev": [3.60, 4.49], "spin_multiplicity": 5}